Molecular formula: C5H11O
Method: DFT, wB97M-V/def2-TZVPD

Geometry as XYZ:
```
17
Properties=species:S:1:pos:R:3:forces:R:3
C 1.463024 1.025009 -0.264139 -0.4955 0.0073 -0.2878
C 0.576584 1.075321 0.947445 0.0874 -0.1752 0.9939
C 1.063822 1.317738 2.172116 0.0362 -0.0918 -0.3309
C -0.882134 0.777756 0.702352 -0.0323 -0.8905 -0.3082
H 1.170353 0.143793 -0.851736 0.1366 0.1112 -0.0456
H 2.513769 0.970752 0.019058 0.0443 0.1520 -0.0200
H 1.282129 1.911546 -0.899986 0.1121 -0.2076 0.0931
H 0.443087 1.285713 3.063438 -0.0509 0.1021 -0.0979
H 2.123673 1.501699 2.333013 -0.0568 0.0036 -0.0229
H -1.391768 0.580007 1.659299 0.0941 0.2622 -0.2297
H -0.999513 -0.128785 0.016355 0.2425 0.9336 0.6350
H -1.359811 1.625568 0.201435 -0.0950 0.1071 -0.0374
C -1.209962 -2.427965 -1.823405 0.7951 1.0314 0.3610
O -0.512491 -1.388768 -1.273732 -0.3624 -0.6459 -0.4264
H -1.795265 -2.120169 -2.728248 -0.0957 -0.2531 -0.1284
H -0.534961 -3.258966 -2.142590 -0.1735 -0.2668 -0.1925
H -1.950536 -2.890249 -1.130676 -0.1862 -0.1795 0.0445
```
Positions in Å, forces in eV/Å.

Calculated values
Multiplicity: 2
F_max (eV/Å): 1.4
HOMO energy (alpha / beta) (eV): 4.247 / -0.038
HOMO-LUMO gap (alpha / beta) (eV): 2.421 / 6.674
Total charge: -2
LUMO level (alpha / beta) (eV): 6.668 / 6.636
E (eV): -7405.4586
<S²>: 0.75

Molecular formula: C5H11O2
Method: DFT, wB97M-V/def2-TZVPD

Geometry as XYZ:
```
18
Properties=species:S:1:pos:R:3:forces:R:3
C -0.426918 -0.389762 -1.376379 -0.0788 0.0689 -0.0020
O -0.690289 -1.534825 -2.032828 0.3892 -0.1774 -0.0121
C -0.629034 -0.502051 0.178694 0.7500 0.9039 -0.9034
C -1.035712 0.849527 0.808295 0.5584 -0.8713 1.1360
C 0.092081 1.828208 0.709373 0.3922 0.2465 -0.3871
C 0.967750 2.060227 1.685544 -0.4302 -0.2368 -0.1806
H 0.630995 -0.025812 -1.506658 -0.0544 -0.0572 0.0263
H -1.015992 0.495880 -1.762409 -0.1785 -0.1910 0.2844
H 0.369231 -0.737462 0.566242 -0.1740 -0.2237 0.2811
H -1.287973 -1.335407 0.407345 -0.3649 0.1277 -0.0537
H -1.992930 1.198111 0.423692 0.0639 0.1601 -0.1679
H -1.122150 0.672678 1.892195 -0.4635 0.0811 -0.0920
H 0.310643 2.286614 -0.252876 -0.2742 0.0123 -0.0423
H 0.853606 1.542360 2.633373 0.1018 0.1912 0.1118
H 1.823915 2.700550 1.527556 0.0655 0.0105 0.1024
H 1.174702 -3.339936 -0.587491 -0.0307 0.0041 -0.0957
H 0.665115 -2.524648 -1.779126 -0.7958 0.1146 -0.2203
O 1.312959 -3.244253 -1.534540 0.5241 -0.1636 0.2152
```
Positions in Å, forces in eV/Å.

Calculated values
Multiplicity: 1
F_max (eV/Å): 1.5
HOMO energy (eV): -2.991
HOMO-LUMO gap (eV): 6.746
Total charge: -1
LUMO level (eV): 3.755
E (eV): -9457.7690

Molecular formula: C5H11O2
Method: DFT, wB97M-V/def2-TZVPD

Geometry as XYZ:
```
18
Properties=species:S:1:pos:R:3:forces:R:3
O 2.521911 -0.065525 -0.919951 0.7169 -0.2629 0.1558
C 2.035851 -0.748507 -1.834053 -1.2821 0.4826 -0.8633
O 0.878585 -0.640479 -2.329006 0.3263 -0.2411 -0.0145
H 2.631258 -1.538058 -2.367029 0.4717 -0.0019 0.4279
C -0.750872 -1.415163 1.621847 -0.1935 0.9733 -0.1639
C -0.437953 1.792086 -0.590595 -0.0729 0.1691 0.1330
C -0.926644 0.891711 0.540617 0.1830 -0.0242 -0.4315
C -0.169619 -0.427028 0.592689 -0.1030 -0.5410 0.5336
H -0.702315 -0.952874 2.614359 0.0832 -0.3417 0.1373
H -0.245767 -2.378411 1.600874 0.0826 -0.0131 0.1362
H -1.814748 -1.568065 1.408236 0.0278 -0.1606 0.0086
H -0.969054 2.749709 -0.523060 0.0793 0.0074 -0.2257
H -0.583441 1.328998 -1.562534 -0.0421 -0.0164 -0.0720
H 0.635562 1.967556 -0.504769 -0.0097 -0.0152 0.0218
H -1.987180 0.665624 0.382346 -0.1258 0.1568 0.1776
H -0.819210 1.484221 1.460104 -0.1480 -0.4096 0.1998
H -0.179256 -0.914973 -0.379249 -0.0511 0.2737 -0.1948
H 0.882891 -0.230825 0.789172 0.0575 -0.0353 0.0343
```
Positions in Å, forces in eV/Å.

Calculated values
Multiplicity: 1
F_max (eV/Å): 1.6
HOMO energy (eV): -4.031
HOMO-LUMO gap (eV): 8.042
Total charge: -1
LUMO level (eV): 4.011
E (eV): -9459.7597

Molecular formula: C5H11O2
Method: DFT, wB97M-V/def2-TZVPD

Geometry as XYZ:
```
18
Properties=species:S:1:pos:R:3:forces:R:3
C -1.602317 -2.136589 -0.881197 -0.7267 0.4808 0.2126
C -0.204976 -2.761634 -0.819708 -0.1955 0.9193 0.5536
H -2.236777 -2.334844 0.007591 0.4003 -0.5987 -0.3892
H -1.703958 -1.025159 -0.915671 0.8775 -0.7761 -0.4988
H -2.031700 -2.607001 -1.773664 -0.6182 0.3119 0.2087
H 0.420090 -2.330304 -0.040411 0.0361 0.2058 0.0954
H 0.314004 -2.581199 -1.771981 -0.1014 -0.4525 0.2506
H -0.327456 -3.809163 -0.550338 0.2979 -0.2716 -0.4592
C 1.297213 0.809201 0.047454 -0.3599 0.2228 0.2650
C 1.846341 0.260956 1.375708 -1.6904 -0.1192 0.1901
C -0.163006 1.441322 0.101460 0.4537 -1.7382 -0.5244
O -0.957508 0.885818 -0.707749 -0.0301 0.7167 0.2582
O -0.356317 2.349049 0.916359 -0.0495 0.4208 0.2982
H 1.922895 1.652187 -0.210873 0.3535 0.1993 -0.4670
H 1.309666 0.044656 -0.734592 0.1142 0.2478 -0.0020
H 1.656870 -0.818657 1.486770 0.5295 0.1510 -0.2390
H 1.215784 0.681697 2.164610 0.3026 0.3219 0.1478
H 2.871689 0.543494 1.555448 0.4065 -0.2416 0.0993
```
Positions in Å, forces in eV/Å.

Calculated values
Multiplicity: 1
F_max (eV/Å): 1.9
HOMO energy (eV): -3.926
HOMO-LUMO gap (eV): 7.900
Total charge: -1
LUMO level (eV): 3.974
E (eV): -9459.5550

Question: What is the multiplicity in the second record?
Answer: 1